1.
The following is a quantum chemistry calculation of a 10-piece molecular cluster, C19H57O10 overall at a distorted geometry, from the Open Molecules 2025 dataset.

Calculated values
- energy relative to the best compared isomer or geometry (same formula, charge and spin) (kcal per mole) = 105.6
- E (eV) = -41096.5614
- total charge = -1
- HOMO level (eV) = -2.18

Last column: Mulliken charge in e.
Atoms and positions in Å:
C -2.45 3.48 13.12  -0.3937
O -2.44 3.70 14.51  -0.8742
H -3.17 2.68 12.94  0.0816
H -2.81 4.31 12.53  0.1069
H -1.51 3.11 12.72  0.1295
C -5.58 -0.67 16.33  -0.8440
C -6.22 0.69 16.48  -0.3239
O -5.32 1.61 17.02  -0.5348
H -5.17 -0.88 17.32  0.1934
H -4.87 -0.73 15.50  0.2729
H -6.43 -1.31 16.10  0.3401
H -6.94 0.73 17.29  0.2375
H -6.69 1.07 15.57  0.3350
H -4.83 2.09 16.34  0.2994
C -6.77 4.04 9.48  -1.1796
C -7.41 5.35 9.49  -0.0560
O -8.60 5.09 10.25  -0.5321
H -6.40 3.70 10.45  0.2820
H -5.83 3.98 8.92  0.3924
H -7.34 3.24 9.00  0.2976
H -7.73 5.71 8.51  0.2500
H -6.77 6.13 9.91  0.2619
H -9.05 5.91 10.45  0.2767
C -7.67 6.27 15.76  -0.8659
C -6.78 6.49 14.54  -0.1959
O -5.45 6.72 14.98  -0.5186
H -8.72 6.35 15.48  0.3206
H -7.48 7.10 16.44  0.2452
H -7.39 5.36 16.30  0.2172
H -7.12 7.35 13.96  0.2575
H -6.79 5.61 13.88  0.2241
H -5.02 5.87 15.05  0.3017
C 4.23 6.15 13.33  -0.8568
C 2.82 5.64 13.18  -0.3384
O 2.03 6.40 14.03  -0.4983
H 4.78 5.59 12.57  0.3145
H 4.67 6.00 14.31  0.2683
H 4.36 7.20 13.03  0.2511
H 2.61 4.57 13.23  0.3418
H 2.54 5.88 12.15  0.2190
H 1.77 7.18 13.54  0.2889
C -2.39 -0.39 20.80  -0.7869
C -1.50 -0.64 19.54  -0.3464
O -1.69 0.48 18.67  -0.4862
H -3.37 0.03 20.55  0.2326
H -1.92 0.28 21.53  0.2658
H -2.50 -1.40 21.20  0.2946
H -1.71 -1.51 18.91  0.2707
H -0.47 -0.82 19.84  0.2747
H -2.44 0.32 18.09  0.2834
C -1.96 9.83 12.53  -0.9841
C -0.96 9.15 11.56  -0.2235
O 0.32 9.57 12.09  -0.4989
H -2.94 9.47 12.24  0.3203
H -1.90 10.91 12.38  0.3390
H -1.82 9.48 13.55  0.2558
H -1.11 9.45 10.52  0.2218
H -1.10 8.07 11.63  0.3007
H 0.46 10.48 11.83  0.2749
C -6.19 -1.30 11.00  -1.0530
C -6.58 -2.09 9.75  -0.1572
O -6.76 -3.50 10.09  -0.5207
H -6.16 -0.22 10.86  0.3321
H -5.30 -1.68 11.50  0.2758
H -6.99 -1.37 11.74  0.3123
H -5.81 -2.02 8.97  0.2469
H -7.43 -1.68 9.21  0.2713
H -6.84 -3.93 9.23  0.2914
C 0.21 -0.56 9.89  -1.0839
C -1.12 -0.59 9.08  -0.1057
O -0.98 0.22 7.96  -0.5345
H 0.52 0.39 10.34  0.3216
H 1.07 -1.01 9.39  0.2932
H -0.07 -1.05 10.82  0.3299
H -1.99 -0.23 9.64  0.2442
H -1.32 -1.55 8.60  0.2368
H -1.80 0.22 7.47  0.2940
C -2.47 6.77 7.50  -0.9245
C -3.54 7.71 6.90  -0.1889
O -3.44 7.81 5.52  -0.5268
H -1.44 7.11 7.42  0.3055
H -2.59 5.79 7.04  0.2809
H -2.74 6.74 8.56  0.2856
H -3.53 8.70 7.36  0.2835
H -4.57 7.41 7.11  0.1907
H -4.01 8.51 5.18  0.2965

2.
The following is a quantum chemistry calculation of a 9-piece molecular cluster, C20H40O35S8 overall at a distorted geometry, from the Open Molecules 2025 dataset.

Calculated values
- structure (SMILES) = O=S1(=O)OCCO1.O=S1(=O)OCCO1.O=S1(=O)OCCO1.O=S1(=O)OCCO1.O=S1(=O)OCCO1.O=S1(=O)OCCO1.O=S1(=O)OCCO1.O=S1(=O)OCCO1.CCOC(=O)OC
- energy relative to the best compared isomer or geometry (same formula, charge and spin) (kcal per mole) = 0.0
- E (eV) = -179720.5880
- HOMO level (eV) = -10.97

Last column: Mulliken charge in e.
Atoms and positions in Å:
O -5.76 0.76 3.13  -0.5764
S -4.56 -0.08 3.06  0.8699
O -3.30 0.52 2.67  -0.1861
O -4.41 -0.95 4.54  -0.3939
C -4.28 -2.38 4.34  -0.0526
C -4.07 -2.57 2.86  0.0843
O -4.82 -1.58 2.29  -0.4763
H -3.34 -2.58 4.86  0.0456
H -5.17 -2.88 4.71  0.3083
H -4.42 -3.56 2.58  0.4190
H -3.03 -2.41 2.57  -0.0342
O 1.14 -2.75 -4.96  -0.5817
S 0.19 -1.59 -4.91  1.0082
O 0.24 -0.70 -3.76  -0.2338
O 0.30 -0.66 -6.22  -0.2789
C -0.98 -0.17 -6.65  -0.1890
C -1.94 -1.31 -6.35  -0.3018
O -1.38 -2.07 -5.31  -0.3761
H -1.28 0.72 -6.10  0.0302
H -0.91 0.05 -7.71  0.3361
H -1.94 -2.03 -7.17  0.2948
H -2.92 -0.89 -6.10  0.3246
O 1.48 -3.55 -1.93  -0.4536
S 0.43 -4.33 -1.22  1.0698
O 0.71 -4.77 0.15  -0.5067
O -1.12 -3.63 -1.37  -0.1918
C -1.93 -4.18 -2.30  -0.1860
C -1.06 -5.32 -2.99  -0.3425
O -0.02 -5.63 -2.13  -0.3771
H -2.84 -4.53 -1.82  0.2977
H -2.18 -3.41 -3.03  0.1649
H -0.63 -5.01 -3.95  0.2342
H -1.65 -6.21 -3.21  0.3261
O 0.04 1.61 2.34  -0.7287
S -0.21 0.28 1.74  0.8102
O -0.72 -0.81 2.56  -0.0628
O -0.96 0.39 0.32  -0.3866
C -0.34 -0.34 -0.70  0.1743
C 1.15 -0.02 -0.43  -0.4105
O 1.22 -0.23 0.97  -0.2922
H -0.58 -1.38 -0.47  0.0332
H -0.67 0.01 -1.68  0.2678
H 1.49 1.00 -0.61  -0.1261
H 1.90 -0.65 -0.90  0.5816
O 3.90 1.17 1.37  -0.4965
S 4.51 1.41 0.06  1.1846
O 4.37 0.39 -0.96  -0.4986
O 4.19 2.91 -0.50  -0.2190
C 5.35 3.63 -0.96  -0.2065
C 6.50 2.67 -0.67  -0.3341
O 6.10 1.80 0.24  -0.3874
H 5.11 3.68 -2.02  0.1463
H 5.36 4.56 -0.39  0.2518
H 7.31 3.26 -0.22  0.3000
H 6.82 2.20 -1.60  0.3051
O -2.22 6.46 -0.24  -0.5521
S -2.55 5.23 -1.01  1.0343
O -3.32 5.42 -2.31  -0.5441
O -1.27 4.25 -1.24  -0.1988
C -0.92 3.56 -0.05  0.0464
C -2.26 3.15 0.62  0.1379
O -3.17 4.10 0.08  -0.4122
H -0.18 2.79 -0.25  -0.1425
H -0.51 4.31 0.63  0.3443
H -2.24 3.24 1.70  0.1440
H -2.48 2.10 0.43  0.0913
O -0.18 -0.84 8.58  -0.5050
S 0.17 0.48 8.03  1.0906
O 0.85 1.46 8.88  -0.5394
O 1.18 0.27 6.65  -0.4063
C 0.80 1.26 5.70  -0.2618
C -0.72 1.18 5.72  0.6054
O -1.03 1.14 7.14  -0.3424
H 1.09 2.21 6.14  0.3446
H 1.30 1.00 4.76  0.1896
H -0.94 0.25 5.19  -0.4344
H -1.31 1.94 5.21  0.3296
O -0.08 -5.99 3.99  -0.5955
S -0.92 -4.75 4.05  1.1149
O -2.32 -4.98 3.62  -0.5284
O -0.70 -3.98 5.51  -0.4085
C 0.03 -2.72 5.44  0.1452
C 0.76 -2.76 4.11  -0.1670
O -0.13 -3.54 3.26  -0.0864
H -0.65 -1.87 5.36  -0.1938
H 0.70 -2.42 6.24  0.3652
H 1.70 -3.31 4.18  0.2578
H 1.03 -1.83 3.62  0.0720
C 3.69 0.59 -5.03  -1.3690
C 3.04 1.56 -4.03  0.3556
O 1.82 1.95 -4.60  -0.2511
C 1.11 2.96 -4.07  0.8593
O 1.33 3.59 -3.08  -0.6253
O -0.02 3.10 -4.80  -0.3416
C -1.01 4.05 -4.38  -0.7219
H 3.00 -0.23 -5.21  0.1567
H 4.70 0.30 -4.73  0.3968
H 3.76 1.06 -6.01  0.3734
H 3.75 2.38 -3.92  0.1831
H 2.86 1.02 -3.10  0.0645
H -0.62 4.99 -4.01  0.3513
H -1.69 3.67 -3.62  0.2327
H -1.61 4.33 -5.25  0.3596

3.
The following is a quantum chemistry calculation of one molecule with the formula C4H5NO2 at a distorted geometry, from the Open Molecules 2025 dataset.

Calculated values
- structure (SMILES) = O=C1N[C@H]2C[C@H]2O1
- energy relative to the best compared isomer or geometry (same formula, charge and spin) (kcal per mole) = 32.5
- E (eV) = -9812.9062
- HOMO level (eV) = -9.64

Last column: natural (NBO) charge in e.
Atoms and positions in Å:
O 1.26 -1.40 -2.07  -0.5975
C 0.56 -0.76 -1.31  0.8637
N -0.47 -1.12 -0.54  -0.6208
C -0.82 -0.09 0.44  -0.0919
C 0.37 0.50 1.20  -0.4824
C 0.02 1.12 -0.12  0.0948
O 0.69 0.66 -1.25  -0.4912
H -0.70 -2.06 -0.49  0.4169
H -1.77 -0.12 0.85  0.2178
H 0.02 1.27 1.88  0.2248
H 1.21 -0.16 1.59  0.2455
H -0.37 2.17 -0.18  0.2205

4.
The following is a quantum chemistry calculation of C23H22BrCrN2O2 as an isolated structure, from the Open Molecules 2025 dataset.

Calculated values
- spin multiplicity = 4
- energy relative to the best compared isomer or geometry (same formula, charge and spin) (kcal per mole) = 0.0
- E (eV) = -129731.4758
- total charge = +2
- HOMO level (spin up / spin down) (eV) = -14.26 / -14.31

Last column: Mulliken spin population.
Atoms and positions in Å:
Cr -1.65 -0.33 0.29  3.0186
O -1.24 -0.60 -1.65  -0.0510
C -0.29 -1.55 -2.12  0.0049
C 0.07 -1.49 -3.45  0.0035
C 0.98 -2.42 -3.93  -0.0009
C 1.50 -3.39 -3.09  0.0022
C 1.12 -3.42 -1.76  -0.0023
C 0.22 -2.49 -1.24  0.0195
C -0.16 -2.53 0.23  -0.0027
O -1.49 -2.11 0.40  0.0488
N 0.66 -1.63 1.06  0.0043
N 0.31 -0.33 0.72  -0.1115
C 1.14 0.65 0.79  0.0470
C 0.78 2.01 0.49  -0.0150
Br -1.06 2.22 -0.08  0.0130
C 1.53 3.12 0.60  0.0153
C 2.95 3.19 0.89  0.0028
C 3.40 4.29 1.63  0.0069
C 4.74 4.41 1.97  -0.0029
C 5.64 3.45 1.54  0.0066
C 5.22 2.38 0.76  -0.0027
C 3.88 2.25 0.44  0.0047
H -1.50 -0.01 -2.37  0.0044
H -0.35 -0.74 -4.11  0.0001
H 1.27 -2.39 -4.98  0.0000
H 2.20 -4.12 -3.47  0.0000
H 1.52 -4.19 -1.10  0.0003
H -0.05 -3.53 0.64  -0.0030
H 1.66 -1.79 0.96  -0.0028
H 2.16 0.47 1.12  -0.0001
H 1.02 4.07 0.49  -0.0007
H 2.70 5.05 1.96  -0.0003
H 5.07 5.25 2.56  0.0000
H 6.69 3.54 1.79  0.0002
H 5.93 1.66 0.39  0.0000
H 3.57 1.46 -0.24  0.0007
C -4.69 -0.63 -1.33  0.0013
C -4.21 -0.67 0.09  -0.0513
C -3.80 0.49 0.76  0.0179
C -3.32 0.44 2.08  0.0052
C -3.32 -0.77 2.76  -0.0115
C -3.83 -1.92 2.14  0.0139
C -4.24 -1.87 0.83  -0.0028
H -4.51 -1.57 -1.84  0.0012
H -4.22 0.18 -1.90  -0.0001
H -5.76 -0.44 -1.35  0.0004
H -3.87 1.44 0.24  0.0103
H -2.99 1.35 2.57  0.0081
H -2.96 -0.81 3.78  0.0005
H -3.86 -2.85 2.68  -0.0022
H -4.57 -2.78 0.33  0.0010